The following is a DFT calculation (ωB97M-V/def2-TZVPD) of an isolated molecule of C5H4N2O3.

Results
* electronic energy: -527.91250 a.u.
* gap between HOMO and LUMO (spin up / spin down): 0.256 / 0.257 hartree
* HOMO energy (spin up / spin down): -9.0 / -9.0 eV
* relative energy (zero: lowest compared OMol25 entry of this formula, charge and spin): 6.380 eV
* F_max: 8.11 eV/Å

Last column: Mulliken charge in e.
Cartesian coordinates (Å):
O  3.147  -0.442  -2.544  -0.635
N  2.209  0.246  -2.260  1.150
O  1.891  1.291  -2.747  -0.681
N  1.525  -0.307  -1.253  -0.460
C  0.356  0.788  -0.764  -0.245
C  -0.385  0.324  0.290  0.217
C  -0.360  -1.016  0.787  -0.219
C  -1.294  -1.022  1.812  -0.622
C  -1.911  0.249  1.775  0.063
O  -1.397  1.051  0.882  -0.296
H  0.315  1.715  -1.408  0.414
H  0.280  -1.830  0.517  0.510
H  -1.645  -1.751  2.495  0.431
H  -2.731  0.704  2.419  0.373

=====

The following is a DFT calculation (ωB97M-V/def2-TZVPD) of a cluster of 8 separate species, C8H32N16O8 in total.

Results
* net charge: -1
* electronic energy: -1802.14443 a.u.
* gap between HOMO and LUMO (spin up / spin down): 0.058 / 0.313 hartree
* HOMO energy (spin up / spin down): 0.0 / -6.8 eV
* relative energy (zero: lowest compared OMol25 entry of this formula, charge and spin): 2.871 eV
* 2S+1: 2
* expectation value of S²: 0.750
* F_max: 9.79 eV/Å

Last column: Mulliken charge in e.
Cartesian coordinates (Å):
C  1.977  -2.631  4.816  0.530
O  2.668  -2.621  5.819  -0.737
N  2.384  -2.064  3.717  -0.299
N  0.799  -3.134  4.652  -0.260
H  3.220  -1.500  3.674  0.270
H  1.563  -1.854  3.166  0.201
H  0.346  -3.681  5.371  0.183
H  0.293  -2.925  3.803  0.156
C  4.150  1.850  -1.303  -4.867
O  3.036  2.035  -0.899  2.048
N  4.450  1.080  -2.232  -0.138
N  5.192  2.487  -0.814  0.047
H  3.846  1.018  -3.039  0.662
H  5.302  0.539  -2.193  0.633
H  6.068  2.333  -1.292  0.442
H  5.187  2.815  0.141  0.358
C  -3.421  0.030  -2.376  -1.343
O  -2.424  -0.602  -2.522  0.153
N  -3.687  1.132  -2.966  -0.290
N  -4.280  -0.138  -1.471  -0.194
H  -2.964  1.388  -3.623  0.320
H  -4.534  1.678  -2.900  0.169
H  -5.160  0.358  -1.460  0.251
H  -4.306  -1.106  -1.186  0.342
C  0.156  3.980  -1.443  0.326
O  -0.908  4.549  -1.729  -0.718
N  1.115  4.513  -0.718  -0.233
N  0.377  2.799  -1.924  0.051
H  1.836  3.932  -0.315  0.254
H  0.987  5.513  -0.655  0.194
H  1.319  2.476  -1.755  0.301
H  -0.297  2.281  -2.468  -0.004
C  -3.187  -1.675  3.137  0.497
O  -2.180  -1.689  3.670  -0.534
N  -4.190  -2.413  3.393  -0.434
N  -3.423  -0.839  2.230  -0.292
H  -4.116  -3.205  4.015  0.228
H  -4.998  -2.455  2.788  0.164
H  -2.650  -0.282  1.894  0.192
H  -4.343  -0.829  1.813  0.119
C  1.656  2.379  2.399  0.519
O  0.615  2.713  2.884  -0.644
N  2.732  3.091  2.482  -0.497
N  2.012  1.102  2.078  -0.078
H  3.351  2.789  1.743  0.188
H  2.613  4.070  2.702  0.280
H  1.314  0.386  2.221  0.020
H  2.836  0.885  1.537  0.111
C  0.164  -1.224  0.191  0.314
O  0.728  -1.404  1.255  -0.706
N  -1.019  -1.582  -0.038  0.134
N  0.682  -0.561  -0.813  0.180
H  -1.578  -1.467  -0.872  -0.026
H  -1.393  -2.295  0.571  0.230
H  0.222  -0.171  -1.624  0.111
H  1.642  -0.275  -0.681  -0.054
C  -1.645  -3.069  -4.425  0.159
O  -1.836  -4.052  -5.090  -0.677
N  -1.030  -1.968  -4.792  -0.336
N  -1.848  -3.096  -3.203  -0.182
H  -0.994  -1.180  -4.161  0.303
H  -0.333  -2.124  -5.506  0.224
H  -1.933  -2.135  -2.905  0.477
H  -2.165  -3.952  -2.770  0.200

=====

The following is a DFT calculation (ωB97M-V/def2-TZVPD) of a structure of composition C18H32AlNO2P2.

Results
* electronic energy: -1835.42488 a.u.
* gap between HOMO and LUMO: 0.248 hartree
* HOMO energy: -6.6 eV
* relative energy (zero: lowest compared OMol25 entry of this formula, charge and spin): 0.918 eV
* F_max: 2.75 eV/Å

Last column: Mulliken charge in e.
Cartesian coordinates (Å):
C  1.750  -3.139  1.887  -1.216
C  1.627  -1.995  1.067  0.758
N  0.972  -0.876  1.594  0.768
C  0.670  -0.827  2.916  0.884
C  0.909  -1.916  3.764  -0.846
C  1.458  -3.097  3.236  -0.416
C  2.157  -1.938  -0.225  -1.197
P  1.879  -0.577  -1.295  1.409
Al  0.430  0.626  0.369  -0.996
P  -1.084  1.197  2.155  1.431
C  -0.085  0.402  3.465  -1.177
C  -0.503  1.601  -1.197  0.826
C  0.281  2.408  -2.036  -0.279
C  -0.304  3.297  -2.955  -0.675
C  -1.687  3.364  -3.073  -0.479
C  -2.478  2.508  -2.296  -0.846
C  -1.892  1.607  -1.389  -0.575
O  -0.923  -5.898  -1.508  -0.636
O  -3.732  -1.607  -3.764  -0.637
H  2.108  -4.053  1.424  0.418
H  0.655  -1.823  4.823  0.402
H  1.641  -3.953  3.891  0.391
C  3.652  -0.147  -1.634  -1.454
C  1.245  -1.088  -2.957  -1.263
H  -0.747  0.024  4.274  0.447
H  0.645  1.121  3.901  0.356
H  -0.375  -5.300  -2.093  0.321
H  2.711  -2.826  -0.573  0.248
C  -1.198  2.960  2.585  -1.371
C  -2.772  0.552  2.487  -1.415
H  1.372  2.381  -1.998  0.270
H  0.341  3.915  -3.582  0.389
H  -2.147  4.053  -3.787  0.358
H  -3.557  2.522  -2.416  0.400
H  -2.548  0.925  -0.832  0.094
H  -1.267  -0.800  0.592  0.068
H  -2.854  -1.352  -4.045  0.326
H  -3.806  -2.586  -3.736  0.310
H  -1.733  -5.321  -1.485  0.311
H  -1.825  -0.578  0.118  -0.018
H  4.181  -0.937  -2.190  0.433
H  3.642  0.795  -2.206  0.358
H  4.186  -0.017  -0.682  0.354
H  1.859  -1.886  -3.412  0.420
H  0.198  -1.429  -2.873  0.209
H  1.281  -0.184  -3.587  0.360
H  -3.161  0.767  3.503  0.432
H  -3.450  1.010  1.747  0.393
H  -2.780  -0.535  2.333  0.409
H  -1.679  3.154  3.561  0.429
H  -0.203  3.429  2.578  0.366
H  -1.798  3.451  1.804  0.367
C  1.930  1.914  0.840  -1.333
H  1.568  2.943  1.026  0.363
H  2.753  2.090  0.119  0.416
H  2.489  1.670  1.764  0.334